Entry 1:
{"formula": "C11H12O3S", "method": "ωB97M-V/def2-TZVPD", "species": ["C", "C", "C", "O", "C", "C", "S", "O", "O", "C", "C", "C", "C", "C", "C", "H", "H", "H", "H", "H", "H", "H", "H", "H", "H", "H", "H"], "xyz": [[2.13308, -1.78038, 0.84126], [1.25768, -2.22421, -0.32796], [0.82880, -1.33311, -1.14260], [0.98001, 0.12981, -1.33361], [0.00190, -0.63651, -1.99041], [-0.14102, -0.51862, -3.52699], [-1.87764, 0.04714, -0.96038], [-2.55001, -1.18552, -0.56083], [-2.52820, 1.02302, -1.77636], [-1.16499, 0.73033, 0.53514], [-0.98387, 2.11029, 0.47628], [-0.52608, 2.77657, 1.61113], [-0.13075, 2.02260, 2.67987], [0.00647, 0.56061, 2.63127], [-0.56508, -0.05451, 1.57008], [1.75133, -0.95548, 1.42453], [3.10550, -1.52605, 0.58629], [2.15746, -2.62954, 1.54742], [0.82304, -3.30611, -0.46583], [-0.58735, 0.39334, -3.80666], [-0.78898, -1.44198, -3.92603], [0.81927, -0.47915, -4.03837], [-1.59136, 2.63020, -0.24115], [-0.45429, 3.86062, 1.64199], [0.19242, 2.63734, 3.56916], [0.35049, 0.24146, 3.59685], [-0.51783, -1.09215, 1.38591]], "forces_ev_per_a": [[-1.6, -2.2, 0.8], [0.0, -2.2, 1.4], [-0.3, 2.1, -0.7], [0.6, -1.8, 0.6], [-3.1, 2.7, -1.8], [-0.8, -3.1, 0.6], [2.3, -3.8, -0.1], [0.1, 0.9, -0.3], [-0.2, 0.7, 0.0], [1.3, 1.0, -0.3], [-1.8, -0.7, 1.0], [0.3, -0.2, -0.3], [1.4, -0.4, 1.0], [-1.1, 4.3, 1.1], [-0.7, 0.3, -1.7], [-0.4, 0.3, -0.3], [1.9, 0.3, -0.7], [0.3, 0.3, -0.2], [1.1, 2.3, 0.5], [-1.1, 1.0, 0.0], [1.5, 2.2, 0.8], [0.3, -0.5, 0.3], [0.5, 0.4, -0.7], [-0.2, -0.2, 0.0], [-0.2, -1.2, -0.8], [0.3, -1.3, -0.2], [-0.2, -1.1, 0.3]], "fmax_ev_per_a": 4.639, "total_energy_ha": -1050.082945, "homo_energy_ev": -9.085, "homo_lumo_gap_ev": 9.060, "smiles": "C/C=C1\\O[C@]1(C)S(=O)(=O)c1ccccc1", "e_above_lowest_kcal_mol": 78.79, "lumo_ev": -0.025}

=====

Entry 2:
{"formula": "C11H13AlBrO", "method": "ωB97M-V/def2-TZVPD", "species": ["C", "C", "C", "H", "C", "C", "H", "H", "H", "H", "Al", "Br", "C", "C", "C", "H", "C", "C", "H", "H", "H", "H", "C", "O", "H", "H", "H"], "xyz": [[1.79157, 1.34147, -0.41222], [0.60683, 2.14071, -0.23346], [0.14529, 1.93999, 1.13601], [0.20293, 2.88725, -0.95753], [1.04440, 1.00691, 1.77652], [2.05170, 0.63654, 0.81853], [2.91586, -0.03523, 1.02299], [2.43212, 1.35110, -1.32793], [-0.67104, 2.50938, 1.63375], [1.02892, 0.73628, 2.86188], [-0.20082, 0.12572, 0.05239], [-2.28819, 1.28322, -0.79095], [-0.81245, -1.96309, -0.79009], [0.54313, -2.15175, -0.33628], [1.40320, -1.35924, -1.18237], [0.87487, -2.88184, 0.44509], [0.58277, -0.65419, -2.13218], [-0.79173, -1.02724, -1.89780], [-1.65585, -0.77035, -2.55935], [-1.71272, -2.51301, -0.42465], [2.51969, -1.35432, -1.14166], [0.93209, 0.02489, -2.94913], [-2.83478, -0.28464, 1.84724], [-1.54916, -0.35395, 1.30322], [-3.66007, -0.71515, 1.24072], [-3.17982, 0.71120, 2.19774], [-2.66226, -0.93043, 2.72210]], "forces_ev_per_a": [[0.2, 0.9, 0.9], [1.1, 0.5, 0.9], [1.3, 0.8, 0.2], [0.2, -1.2, 0.8], [0.3, 0.9, -0.3], [0.0, 0.7, 0.1], [-1.0, 0.5, -0.3], [-0.9, -0.3, 1.0], [0.6, -1.0, -0.7], [-0.2, 0.0, -1.4], [-3.2, -1.2, 0.7], [-1.0, 1.2, -1.1], [0.2, -0.1, -1.0], [0.1, 0.1, -0.5], [-0.4, -0.7, -0.5], [-0.4, 1.0, -0.7], [-0.1, -0.8, 0.0], [0.5, -1.4, -0.2], [1.1, -0.1, 1.1], [1.0, 0.9, -0.2], [-1.3, 0.2, 0.1], [-0.4, -0.6, 1.1], [1.2, -0.7, 0.5], [1.4, -0.1, -0.3], [0.5, 0.2, -0.1], [0.3, -0.1, -0.3], [-1.1, 0.1, 0.4]], "fmax_ev_per_a": 3.484, "total_charge": -1, "total_energy_ha": -3318.680338, "homo_energy_ev": -3.642, "homo_lumo_gap_ev": 6.957, "lumo_ev": 3.315}

=====

Entry 3:
{"formula": "C11H13AsBF4N4O3S4Tc", "method": "ωB97M-V/def2-TZVPD", "species": ["Tc", "O", "N", "N", "O", "C", "C", "C", "C", "C", "C", "H", "H", "H", "H", "H", "S", "As", "S", "S", "S", "F", "B", "F", "F", "F", "N", "C", "N", "C", "C", "O", "C", "C", "H", "H", "H", "H", "H", "H", "H", "H"], "xyz": [[-1.32695, -1.30459, 1.30164], [-1.59568, -2.36148, -0.18979], [-1.91750, -2.00161, -1.41195], [-1.92531, -0.72533, -1.44694], [-1.61501, -0.08181, -0.40207], [-2.26967, -0.03466, -2.66269], [-2.84765, -0.76006, -3.69812], [-3.17303, -0.06745, -4.84999], [-2.91863, 1.29693, -4.94231], [-2.34014, 1.99231, -3.88633], [-2.00841, 1.32764, -2.71879], [-3.04930, -1.81674, -3.60842], [-3.63268, -0.59279, -5.67470], [-3.17769, 1.82620, -5.84914], [-2.14804, 3.05206, -3.97221], [-1.55789, 1.84267, -1.88331], [-3.82917, -3.29570, 5.14110], [-3.13171, -2.98444, 3.15465], [-3.59767, -1.32585, 1.88888], [-1.01769, -3.03740, 2.62703], [-4.33061, -4.70055, 3.53897], [-0.39026, 2.51676, 1.00057], [-1.59766, 2.75126, 1.49487], [-1.13117, 0.09873, 2.47196], [-1.80407, 3.74752, 2.30604], [-2.58245, 1.95018, 1.12751], [0.70274, -1.05874, 1.04957], [1.70828, -0.52326, 1.31824], [2.81298, 0.03517, 1.61222], [3.86558, -0.64398, 2.41383], [5.13271, -0.68808, 1.57311], [5.49246, 0.61276, 1.16788], [4.52519, 1.19012, 0.32179], [3.20239, 1.35877, 1.05646], [3.51346, -1.63403, 2.69665], [4.01446, -0.03809, 3.30824], [4.98922, -1.33527, 0.69826], [5.95450, -1.08256, 2.16822], [4.38885, 0.57727, -0.57858], [4.90057, 2.16802, 0.02485], [2.40359, 1.71410, 0.40830], [3.30907, 2.03602, 1.90451]], "forces_ev_per_a": [[0.2, 0.7, 0.3], [0.0, -0.6, -0.3], [0.0, 0.2, 0.1], [0.0, -0.1, -0.4], [-0.1, 0.3, 0.3], [0.1, -0.1, 0.3], [0.0, 0.1, -0.2], [0.0, 0.0, 0.1], [0.0, 0.0, 0.0], [0.0, 0.0, 0.1], [-0.1, 0.1, -0.1], [0.0, 0.0, 0.0], [0.0, 0.0, 0.0], [0.0, 0.0, 0.0], [0.0, 0.0, 0.0], [0.0, 0.0, 0.0], [-0.1, -0.1, 0.2], [-0.2, 0.0, 0.0], [0.0, 0.3, 0.0], [0.4, -0.4, 0.2], [-0.1, -0.2, 0.1], [0.1, 0.0, 0.0], [0.0, 0.0, 0.0], [-0.1, -0.1, -0.5], [0.0, 0.1, 0.1], [-0.2, 0.1, 0.0], [0.0, 0.0, 0.0], [-0.1, -0.1, 0.1], [0.1, 0.1, 0.0], [-0.1, 0.0, 0.0], [0.0, 0.0, 0.0], [0.0, 0.0, 0.0], [0.0, 0.1, 0.0], [0.0, 0.0, 0.0], [0.0, 0.0, 0.0], [0.0, 0.0, 0.0], [0.0, 0.0, 0.0], [0.0, 0.0, 0.0], [0.0, 0.0, 0.0], [0.0, 0.0, 0.0], [0.0, 0.0, 0.0], [0.0, 0.0, 0.0]], "fmax_ev_per_a": 0.732, "total_charge": 2, "total_energy_ha": -5204.851576, "homo_energy_ev": -15.148, "homo_lumo_gap_ev": 5.773, "e_above_lowest_kcal_mol": 4.80, "lumo_ev": -9.375}

=====

Entry 4:
{"formula": "C11H13CaNO4Se2", "method": "ωB97M-V/def2-TZVPD", "species": ["Ca", "O", "C", "O", "C", "C", "C", "N", "C", "C", "C", "O", "O", "H", "H", "H", "C", "Se", "C", "C", "Se", "C", "H", "H", "H", "H", "H", "H", "H", "H", "H", "H"], "xyz": [[-10.16091, -11.57598, -0.28899], [-9.64298, -5.66190, -3.37277], [-9.87275, -6.82720, -3.72065], [-10.68530, -7.29594, -4.56246], [-9.27949, -7.89473, -2.85123], [-9.35253, -7.60395, -1.48395], [-9.15338, -8.63799, -0.62265], [-8.73953, -9.86002, -0.97831], [-8.64179, -10.14948, -2.28804], [-8.85949, -9.17085, -3.28690], [-8.51478, -11.62763, -2.64165], [-7.87435, -12.08586, -3.51397], [-9.22569, -12.44474, -1.85312], [-9.67387, -6.61816, -1.12709], [-9.50732, -8.56220, 0.39011], [-8.83498, -9.58045, -4.32283], [-11.98554, -9.87222, -3.86938], [-12.05786, -9.77813, -1.92072], [-13.67759, -10.91453, -1.84859], [-13.29650, -12.37599, -2.22612], [-12.60390, -13.25517, -0.65605], [-11.69706, -14.75383, -1.63210], [-12.89867, -9.35759, -4.15674], [-11.95400, -10.93930, -4.21202], [-11.19525, -9.24097, -4.24893], [-14.46197, -10.60142, -2.59264], [-14.05999, -10.85578, -0.82564], [-12.48579, -12.40059, -3.02084], [-14.14604, -12.97819, -2.53834], [-12.46981, -15.27003, -2.18228], [-11.26659, -15.36210, -0.80928], [-10.96221, -14.32618, -2.35877]], "forces_ev_per_a": [[-0.6, 0.3, 0.7], [0.2, -0.2, -0.3], [-1.1, 0.6, -0.6], [0.5, 0.1, 0.0], [0.8, -0.5, -0.1], [-0.1, 0.0, -0.3], [0.1, -0.3, 0.4], [-0.7, -0.6, -0.2], [0.2, 1.1, -0.8], [-0.2, -1.2, 0.8], [-1.2, -1.0, 2.2], [1.7, 0.1, -2.6], [0.3, 0.7, -0.4], [0.1, -0.5, -0.4], [0.5, 0.3, 0.7], [-0.1, 1.0, 0.8], [-0.4, -0.8, -0.1], [-0.8, -0.2, -0.3], [-0.1, -0.8, -1.0], [0.7, 0.8, -0.5], [0.5, -1.0, -0.2], [0.4, 0.9, 0.4], [-0.1, -0.3, -0.2], [0.1, 1.1, 0.2], [0.4, 0.1, 0.0], [0.9, 0.2, 0.9], [-0.2, 0.0, -0.2], [-1.1, 0.0, 1.0], [-0.1, 0.2, -0.2], [-0.2, -0.3, 0.1], [-0.1, 0.2, -0.9], [-0.3, -0.4, 1.0]], "fmax_ev_per_a": 3.095, "total_energy_ha": -6263.179729, "homo_energy_ev": -8.052, "homo_lumo_gap_ev": 6.551, "e_above_lowest_kcal_mol": 3.42, "lumo_ev": -1.501}

=====

Entry 5:
{"formula": "C11H13ClN2O2V", "method": "ωB97M-V/def2-TZVPD", "species": ["Cl", "C", "C", "C", "H", "C", "C", "H", "H", "H", "C", "V", "C", "C", "O", "O", "H", "H", "H", "C", "N", "C", "C", "N", "H", "H", "H", "H", "H", "H"], "xyz": [[2.91597, -1.76563, -2.23129], [1.69399, 2.33937, -0.99232], [0.29179, 2.49139, -1.34890], [0.00413, 1.56893, -2.39823], [-0.42816, 3.15191, -0.89926], [1.22192, 0.86646, -2.74049], [2.25327, 1.32986, -1.82995], [3.25222, 0.90427, -1.83012], [2.25718, 2.91166, -0.26648], [-0.92747, 1.42524, -2.92923], [1.43433, 0.06463, -3.94235], [0.63303, 0.48114, -0.56946], [0.52254, 1.34347, 1.12572], [1.85298, -0.98580, -0.01397], [0.51338, 1.91889, 2.15851], [2.34429, -1.84638, 0.58329], [0.51151, -0.42904, -4.26670], [2.18239, -0.75243, -3.70296], [1.84922, 0.67536, -4.76766], [-2.04237, -2.73052, 3.03866], [-2.11898, -1.38183, 2.48831], [-2.76209, -0.38626, 3.32657], [-1.49690, -1.00533, 1.41436], [-1.08630, -0.57489, 0.39713], [-2.69317, -2.70075, 3.90719], [-1.01830, -3.00486, 3.34674], [-2.37065, -3.49220, 2.31077], [-2.04802, 0.36146, 3.71881], [-3.52749, 0.17602, 2.76779], [-3.21427, -0.95414, 4.14556]], "forces_ev_per_a": [[-0.3, -0.2, 1.3], [0.3, -0.2, -0.9], [0.4, -0.6, -0.6], [1.0, 0.3, 0.5], [0.0, 0.3, 0.1], [0.4, 1.7, -0.8], [-0.7, 0.3, 0.2], [-0.1, 0.3, 0.1], [-0.2, 0.0, 0.1], [-0.2, 0.0, 0.2], [0.0, -1.1, -0.1], [-3.6, -3.0, -1.6], [0.6, 4.7, 7.6], [3.6, -4.1, 2.4], [-0.2, -3.4, -5.7], [-1.8, 2.9, -1.3], [0.1, 0.3, -0.1], [-0.7, 1.1, -0.7], [-0.2, 0.0, 0.4], [0.6, -1.4, -0.2], [1.2, 0.2, -1.4], [-0.5, 1.5, 0.5], [-1.1, -0.1, 0.5], [1.7, 0.6, -0.4], [0.1, -0.5, -0.1], [-0.4, 0.3, 0.0], [-0.1, 0.5, 0.3], [-0.2, -0.6, 0.0], [0.1, -0.4, 0.2], [0.0, 0.6, -0.2]], "spin_multiplicity": 2, "fmax_ev_per_a": 8.975, "total_charge": 2, "total_energy_ha": -2090.368212, "homo_energy_ev": [-15.976, -15.924], "homo_lumo_gap_ev": [5.088, 5.110], "e_above_lowest_kcal_mol": 56.96, "lumo_ev": [-10.888, -10.814]}

=====

Entry 6:
{"formula": "C11H13FN3", "method": "ωB97M-V/def2-TZVPD", "species": ["C", "N", "N", "C", "N", "C", "C", "C", "C", "C", "C", "C", "F", "C", "C", "H", "H", "H", "H", "H", "H", "H", "H", "H", "H", "H", "H", "H"], "xyz": [[-1.38902, -3.05983, 0.16477], [-0.96802, -1.74936, -0.23155], [0.22974, -1.32617, -0.58179], [0.15343, -0.03500, -0.83602], [1.29810, 0.37818, -1.48548], [1.51348, 0.76111, -0.18372], [1.18482, 2.13439, 0.30502], [2.38207, -0.02465, 0.79168], [-1.20725, 0.43962, -0.69642], [-1.82059, 1.72253, -0.59333], [-3.17346, 1.73981, -0.23939], [-3.81782, 0.51667, 0.07753], [-5.12190, 0.64604, 0.40688], [-3.26814, -0.70878, 0.10907], [-1.90802, -0.74160, -0.26141], [-1.40863, -3.76204, -0.56463], [-0.70880, -3.41573, 1.05265], [-2.46299, -2.92878, 0.56426], [1.76702, -0.31892, -2.08356], [0.43119, 1.99399, 0.99080], [0.82689, 2.84817, -0.49265], [2.01754, 2.66979, 0.89681], [2.36069, -1.00381, 0.56487], [2.24132, 0.28406, 1.73647], [3.43668, 0.34601, 0.63918], [-1.20654, 2.62483, -0.95216], [-3.86553, 2.62467, -0.33093], [-3.80536, -1.61626, 0.50078]], "forces_ev_per_a": [[0.0, 0.7, 5.1], [-0.1, 1.1, -0.8], [-1.6, -3.4, 1.7], [-1.9, 0.3, 0.1], [1.5, 2.4, -2.4], [1.9, -0.7, 1.0], [1.6, 2.1, -1.6], [1.9, 3.3, -3.8], [-1.0, -0.1, 1.2], [0.3, 0.2, -1.2], [0.1, 0.3, -0.8], [-1.3, 1.8, 0.2], [0.5, -0.2, -0.1], [0.9, -2.2, 0.6], [0.6, 2.3, -0.6], [0.2, -1.9, -2.5], [-1.4, 0.6, -1.7], [2.0, -0.5, -0.5], [0.1, 0.4, 1.2], [-1.9, 0.0, 1.8], [0.5, -1.0, 0.8], [-0.9, -1.2, -1.1], [-0.1, -3.4, -0.2], [-1.2, 0.5, 3.5], [-0.8, -0.3, -0.3], [-1.5, -1.4, 0.8], [1.2, -0.9, 0.4], [0.4, 1.3, -0.6]], "fmax_ev_per_a": 5.308, "total_charge": 1, "total_energy_ha": -690.727096, "homo_energy_ev": -12.997, "homo_lumo_gap_ev": 7.918, "smiles": "C[N+]1=N[C@@]2(NC2(C)C)c2ccc(F)cc21", "e_above_lowest_kcal_mol": 44.40, "lumo_ev": -5.079}